{"formula": "C66H56F19N3O4PS", "method": "ωB97M-V/def2-TZVPD", "total_charge": 1, "e_tot_ev": -153758.35169, "gap_ev": 6.00, "homo_energy_ev": -10.5, "species": ["N", "P", "C", "C", "C", "O", "O", "C", "O", "N", "C", "O", "F", "C", "C", "N", "C", "C", "C", "C", "F", "F", "C", "F", "F", "S", "F", "F", "F", "F", "F", "H", "H", "H", "H", "H", "H", "H", "H", "H", "H", "H", "F", "C", "C", "C", "C", "C", "C", "H", "H", "H", "H", "H", "F", "C", "C", "C", "C", "C", "C", "H", "H", "H", "H", "H", "F", "C", "C", "C", "C", "C", "C", "H", "H", "H", "H", "H", "F", "C", "C", "C", "C", "C", "C", "H", "H", "H", "H", "H", "F", "C", "C", "C", "C", "C", "C", "H", "H", "H", "H", "H", "F", "C", "C", "C", "C", "C", "C", "H", "H", "H", "H", "H", "F", "C", "C", "C", "C", "C", "C", "H", "H", "H", "H", "H", "F", "C", "C", "C", "C", "C", "C", "H", "H", "H", "H", "H", "F", "C", "C", "C", "C", "C", "C", "H", "H", "H", "H", "H"], "positions_angstrom": [[-0.515, 2.719, 0.327], [-0.832, 1.668, 1.434], [-1.531, 0.098, 0.759], [-2.763, -0.400, 1.176], [-3.587, 0.321, 2.213], [-3.357, 0.266, 3.357], [-4.722, 0.965, 1.730], [-4.510, 1.960, 0.818], [-3.873, 2.922, 1.088], [-5.170, 1.820, -0.419], [-4.552, 0.946, -1.330], [-3.662, 1.190, -2.048], [-5.101, -0.255, -1.310], [-3.296, -1.582, 0.678], [-2.562, -2.264, -0.257], [-1.386, -1.775, -0.686], [-0.833, -0.636, -0.225], [0.471, -0.238, -0.846], [1.667, -0.197, 0.104], [3.013, -0.080, -0.625], [3.050, -1.024, -1.589], [3.974, -0.313, 0.288], [3.190, 1.319, -1.253], [2.787, 2.241, -0.367], [2.389, 1.429, -2.323], [4.961, 1.781, -1.769], [5.361, 1.884, -0.257], [5.381, 0.260, -1.828], [4.596, 1.700, -3.310], [4.530, 3.303, -1.790], [6.421, 2.195, -2.153], [-1.068, 3.555, 0.477], [0.258, 1.273, 2.221], [-1.771, 2.110, 2.377], [-5.137, 2.745, -0.843], [-4.240, -1.972, 1.015], [-2.901, -3.190, -0.689], [-0.896, -2.324, -1.394], [0.659, -0.876, -1.697], [0.303, 0.765, -1.246], [1.595, 0.540, 0.885], [1.735, -1.162, 0.604], [-7.007, 5.551, 0.494], [-6.961, 5.718, 1.838], [-6.442, 4.702, 2.610], [-6.386, 4.865, 3.986], [-6.859, 6.034, 4.565], [-7.382, 7.043, 3.767], [-7.432, 6.891, 2.389], [-6.088, 3.800, 2.135], [-5.974, 4.079, 4.605], [-6.819, 6.159, 5.639], [-7.753, 7.953, 4.218], [-7.828, 7.667, 1.748], [0.387, -1.189, 3.213], [0.147, -1.134, 4.557], [0.390, -2.248, 5.330], [0.142, -2.174, 6.694], [-0.350, -1.002, 7.254], [-0.591, 0.105, 6.453], [-0.335, 0.040, 5.091], [0.767, -3.153, 4.872], [0.333, -3.034, 7.321], [-0.543, -0.954, 8.317], [-0.977, 1.017, 6.886], [-0.504, 0.892, 4.446], [-2.988, -3.341, -4.316], [-2.354, -2.233, -4.760], [-1.985, -1.272, -3.842], [-1.324, -0.134, -4.284], [-1.053, 0.027, -5.635], [-1.438, -0.952, -6.544], [-2.091, -2.096, -6.107], [-2.220, -1.426, -2.801], [-1.023, 0.626, -3.577], [-0.541, 0.914, -5.981], [-1.230, -0.825, -7.597], [-2.392, -2.873, -6.798], [0.614, -2.890, -2.471], [1.377, -3.746, -3.235], [2.487, -4.328, -2.671], [3.246, -5.190, -3.446], [2.884, -5.443, -4.763], [1.759, -4.836, -5.306], [0.990, -3.979, -4.534], [2.754, -4.111, -1.646], [4.119, -5.663, -3.021], [3.480, -6.114, -5.367], [1.479, -5.028, -6.333], [0.105, -3.498, -4.933], [-4.000, 10.222, -1.854], [-4.980, 9.394, -2.262], [-5.369, 8.359, -1.436], [-6.382, 7.509, -1.857], [-6.982, 7.701, -3.096], [-6.571, 8.746, -3.912], [-5.565, 9.605, -3.494], [-4.883, 8.226, -0.478], [-6.701, 6.701, -1.219], [-7.770, 7.036, -3.423], [-7.035, 8.895, -4.878], [-5.236, 10.430, -4.111], [0.068, -5.452, -8.859], [-0.185, -6.721, -8.471], [-1.101, -6.943, -7.462], [-1.362, -8.246, -7.064], [-0.701, -9.305, -7.671], [0.219, -9.060, -8.680], [0.479, -7.760, -9.090], [-1.601, -6.104, -6.996], [-2.083, -8.434, -6.280], [-0.904, -10.320, -7.357], [0.737, -9.883, -9.153], [1.186, -7.550, -9.881], [5.447, 7.366, 3.855], [5.571, 6.887, 2.602], [4.600, 6.036, 2.113], [4.729, 5.547, 0.821], [5.822, 5.906, 0.045], [6.788, 6.761, 0.558], [6.663, 7.261, 1.846], [3.760, 5.766, 2.738], [3.973, 4.885, 0.419], [5.920, 5.520, -0.961], [7.642, 7.038, -0.044], [7.400, 7.934, 2.263], [3.808, -6.112, -0.487], [4.674, -7.136, -0.287], [5.984, -6.987, -0.692], [6.869, -8.036, -0.484], [6.432, -9.210, 0.112], [5.107, -9.336, 0.507], [4.217, -8.290, 0.312], [6.304, -6.065, -1.160], [7.901, -7.934, -0.789], [7.123, -10.026, 0.270], [4.764, -10.252, 0.969], [3.182, -8.366, 0.618], [0.940, -1.889, 10.259], [1.864, -0.903, 10.302], [2.639, -0.667, 9.186], [3.584, 0.347, 9.226], [3.746, 1.101, 10.381], [2.957, 0.844, 11.494], [2.003, -0.163, 11.458], [2.501, -1.272, 8.300], [4.194, 0.548, 8.356], [4.486, 1.889, 10.412], [3.085, 1.428, 12.395], [1.375, -0.375, 12.313]], "atomic_forces_ev_per_a": [[0.0726, -0.4870, 0.1294], [0.0103, 1.3561, -0.3998], [0.2460, -0.6731, 0.0733], [-0.0595, 0.5134, -0.0699], [-0.2305, 0.2590, -0.5309], [0.1622, -0.1726, 1.2611], [0.0904, -0.8476, -0.6333], [-0.2333, 0.2454, -0.2633], [0.4283, 0.4412, 0.3163], [-0.1751, 0.4931, 0.2663], [-0.4689, -0.5492, 0.2523], [0.8365, 0.3982, -0.7436], [-0.3403, -0.5553, 0.3152], [0.4531, -0.1941, -0.3434], [-0.2779, 0.0342, 0.1919], [-0.2394, 0.0204, 0.5666], [0.1202, 0.0504, 0.2389], [-0.3821, 0.9688, -0.1136], [0.1044, -1.0834, -0.1876], [-1.1187, 0.1351, 0.4758], [0.3566, -0.0293, -0.0760], [0.1273, -0.0827, -0.0930], [0.2576, 0.5117, -0.2608], [0.1433, -0.1914, 0.1663], [0.0014, -0.2336, 0.0347], [-0.2312, 0.1900, -0.8611], [0.0091, -0.0620, 0.4286], [0.1625, -0.1667, 0.2093], [-0.0186, -0.0952, -0.0130], [0.0173, 0.2163, 0.1444], [0.1226, 0.0169, -0.0647], [0.0378, 0.1467, -0.3132], [-0.1472, -0.4186, 0.0030], [-0.0643, -0.4836, 0.1699], [0.0386, 0.0676, 0.0147], [-0.1953, -0.0240, 0.0265], [0.0604, -0.1366, -0.1536], [0.3183, 0.1636, -0.0346], [0.2038, -0.2224, -0.0794], [-0.0477, 0.1366, 0.0026], [0.0665, 0.3888, 0.0288], [0.1066, -0.1159, 0.1309], [-0.0196, -0.1548, 0.1589], [-0.0026, 0.0381, 0.1702], [0.0546, -0.1634, -0.0372], [-0.0551, 0.1257, 0.0028], [0.0068, 0.0192, 0.0343], [0.0643, -0.1264, 0.0215], [-0.0815, 0.1638, -0.1255], [-0.0008, -0.0123, 0.0107], [-0.0120, -0.0239, -0.0054], [-0.0057, 0.0070, 0.0039], [0.0019, 0.0203, -0.0118], [-0.0048, -0.0218, -0.0119], [-0.0449, 0.0034, -0.0547], [-0.0482, 0.0177, 0.2316], [0.0932, -0.1912, -0.1349], [-0.0687, 0.1233, -0.0094], [-0.0391, -0.0125, 0.0558], [0.0463, -0.1404, 0.0207], [-0.0216, 0.1881, -0.1986], [0.0162, 0.0164, -0.0021], [-0.0011, -0.0123, 0.0015], [0.0167, -0.0110, 0.0073], [0.0147, 0.0191, -0.0075], [-0.0308, 0.0193, 0.0505], [0.0196, -0.0175, 0.0413], [0.0365, 0.1372, -0.0567], [0.0387, -0.0159, 0.0127], [-0.0020, -0.1331, -0.0940], [0.0472, 0.0231, -0.0202], [0.0213, 0.0467, 0.1348], [-0.0520, -0.1425, -0.1346], [-0.1821, 0.1324, -0.1748], [-0.0412, 0.0827, 0.0417], [-0.0002, 0.0011, -0.0048], [0.0057, -0.0193, -0.0110], [-0.0251, 0.0054, 0.0096], [-0.1069, -0.0057, 0.1628], [0.1986, -0.3087, -0.3558], [0.0038, 0.1804, 0.4122], [-0.0653, -0.0228, -0.2451], [-0.0050, 0.0184, 0.0095], [0.1196, -0.0879, 0.0501], [-0.2947, 0.1796, -0.0850], [0.0059, -0.0308, -0.0031], [-0.0012, 0.0006, 0.0366], [-0.0018, -0.0025, -0.0082], [-0.0299, 0.0029, -0.0046], [0.0516, 0.0190, 0.0049], [0.0235, 0.0154, 0.0101], [-0.1339, -0.1069, -0.0505], [0.0670, -0.0475, 0.1701], [0.0035, 0.0904, -0.2165], [-0.0124, -0.0187, -0.0117], [0.0015, -0.0625, 0.0936], [0.0431, 0.1231, -0.1181], [0.0030, 0.0331, -0.0038], [0.0173, 0.0612, -0.0511], [-0.0075, 0.0070, -0.0024], [-0.0031, 0.0258, -0.0051], [0.0242, -0.0008, 0.0191], [0.0096, 0.0439, 0.0320], [-0.0660, -0.2941, 0.0904], [-0.0965, 0.2231, 0.1021], [0.0942, -0.0467, -0.0699], [-0.0118, -0.0524, 0.0231], [-0.0722, 0.0419, 0.0742], [0.1630, 0.0652, -0.1592], [-0.0006, 0.0101, -0.0273], [-0.0062, 0.0185, 0.0116], [0.0009, -0.0043, -0.0054], [0.0037, 0.0038, -0.0261], [-0.0031, 0.0223, 0.0091], [-0.0043, 0.0035, 0.0219], [0.0211, -0.0581, -0.1663], [-0.1462, -0.0615, 0.0823], [0.0984, 0.0375, -0.0055], [-0.0034, -0.0428, -0.0822], [-0.1023, -0.0558, 0.0357], [0.1314, 0.0996, 0.0505], [0.0075, 0.0345, 0.0161], [-0.0111, -0.0076, 0.0124], [0.0081, 0.0079, -0.0049], [0.0064, 0.0243, 0.0019], [-0.0130, -0.0094, 0.0271], [-0.0168, 0.0218, 0.0503], [0.1603, -0.1666, 0.0357], [0.0453, 0.1777, -0.0995], [-0.0802, -0.0733, 0.0397], [0.0334, -0.0328, 0.0061], [0.0884, 0.0572, -0.0439], [-0.1981, -0.0123, 0.0490], [-0.0105, 0.0095, 0.0285], [0.0042, 0.0155, -0.0179], [-0.0004, -0.0043, 0.0024], [-0.0153, 0.0014, 0.0162], [-0.0008, 0.0151, -0.0215], [-0.0268, -0.0096, -0.0170], [0.1472, 0.1504, 0.0246], [0.0055, -0.1223, -0.2271], [-0.0371, 0.0418, 0.1494], [0.0251, 0.0424, -0.0037], [0.0293, -0.0196, -0.1191], [-0.1153, -0.0264, 0.1572], [-0.0158, -0.0033, 0.0104], [0.0104, -0.0242, -0.0102], [0.0025, 0.0014, 0.0077], [-0.0168, 0.0022, 0.0139], [0.0058, -0.0284, -0.0096]]}